P.
# C2HClN2S

The molecule C2HClN2S (ωB97M-V/def2-TZVPD, OMol25).

Summary:
* molar mass: 120.56 g mol⁻¹
* HOMO (spin up / spin down): -8.8 / -8.8 eV
* LUMO level (spin up / spin down): -1.38 / -1.38 eV
* orbital gap (spin up / spin down): 7.413 / 7.408 eV

```
! RIJCOSX wB97M-V def2-TZVPD def2/J DEFGRID3
* xyz 0 1
S -1.2422 -3.0530 1.5589
C -0.9700 -1.8387 0.6427
C -0.8256 -0.9383 -0.4489
N -1.3443 -0.7604 -1.6492
N -2.5272 -1.2589 -2.0522
Cl -2.5675 -0.7267 -3.7477
H -0.0528 -0.3436 -0.1378
*
```

---

Q.
# C2HClN2S

A structure of composition C2HClN2S (ωB97M-V/def2-TZVPD, OMol25).

Summary:
* molar mass: 120.56 g mol⁻¹
* HOMO: -9.3 eV
* LUMO level: -0.49 eV
* orbital gap: 8.849 eV

```
! RIJCOSX wB97M-V def2-TZVPD def2/J DEFGRID3
* xyz 0 1
C 0.3003 0.2899 0.1236
C 2.1466 -0.3446 0.5195
N 0.4515 1.4268 -0.3744
N 1.4852 2.1616 -0.5272
S 3.0310 0.9184 0.2647
Cl 1.4310 3.8541 -0.2248
H -0.3231 -0.4973 -0.0051
*
```

---

Most stable pick: P. Distance to second place: 1.416 eV.

---

P.
# H24NeO12

A structure of composition H24NeO12 (ωB97M-V/def2-TZVPD, OMol25).

Summary:
* molar mass: 236.36 g mol⁻¹
* HOMO: -10.2 eV
* LUMO level: -0.27 eV
* orbital gap: 9.937 eV

```
! RIJCOSX wB97M-V def2-TZVPD def2/J DEFGRID3
* xyz 0 1
Ne -0.3867 -0.1885 -0.1978
O 1.5626 0.2169 -2.4695
H 2.2050 0.6315 -3.0454
H 2.0679 -0.4223 -1.9671
O 3.1496 -2.1057 -1.3003
H 2.5517 -2.4120 -0.6183
H 3.8118 -1.5999 -0.8293
O 1.9064 -2.7033 1.3007
H 2.5013 -3.1411 1.9095
H 1.0346 -2.8563 1.6652
O -2.3299 -2.5925 -0.3052
H -1.7325 -2.7274 -1.0408
H -1.9331 -3.0774 0.4183
O -3.7158 -0.2596 0.8801
H -3.2055 -0.7425 0.2299
H -4.0760 0.4847 0.3979
O 0.8947 2.1412 1.8577
H 0.9141 2.7734 2.5762
H 0.0864 1.6472 1.9944
O 1.3452 2.5759 -1.0640
H 1.5655 1.6803 -1.3202
H 1.9072 3.1265 -1.6091
O -1.3468 -1.3756 3.7431
H -1.4420 -0.5500 3.2682
H -0.4039 -1.4655 3.8814
O -1.4620 0.5981 -4.2763
H -2.1174 -0.0738 -4.0887
H -0.6609 0.2734 -3.8650
O -1.3440 2.9107 -2.5346
H -0.6182 2.7246 -1.9389
H -1.3319 2.1870 -3.1610
O 2.6745 0.1678 1.5005
H 2.0835 -0.5705 1.6485
H 2.1608 0.9386 1.7419
O -1.7540 1.1160 2.2935
H -2.4756 0.6766 1.8437
H -2.0868 1.9937 2.4809
*
```

---

Q.
# H24NeO12

A structure of composition H24NeO12 (ωB97M-V/def2-TZVPD, OMol25).

Summary:
* molar mass: 236.36 g mol⁻¹
* HOMO: -10.5 eV
* LUMO level: 0.09 eV
* orbital gap: 10.603 eV

```
! RIJCOSX wB97M-V def2-TZVPD def2/J DEFGRID3
* xyz 0 1
Ne 0.1647 0.0226 0.2408
O 0.4298 0.3814 -2.5551
H 0.1149 0.6544 -1.6934
H -0.3663 0.2184 -3.0610
O 2.1941 -1.7815 1.2464
H 2.9363 -1.7514 0.6426
H 1.4765 -2.1438 0.7267
O 1.6827 0.0029 3.4224
H 1.7296 -0.4309 2.5704
H 2.2108 0.7943 3.3181
O 2.8702 2.4076 0.2533
H 3.7133 2.8608 0.2633
H 2.9533 1.7617 -0.4483
O 3.2006 0.5517 -1.8504
H 3.4687 1.0193 -2.6414
H 2.2515 0.4611 -1.9352
O 0.2065 3.2893 0.2205
H 1.0837 2.9386 0.3746
H -0.2135 3.2718 1.0804
O 0.6577 -3.2143 -1.1305
H 0.1283 -3.7514 -1.7200
H 0.1873 -2.3824 -1.0763
O -2.1175 -2.3960 -1.6019
H -2.4456 -3.2931 -1.6643
H -2.0831 -2.2179 -0.6620
O -4.1496 0.5203 -1.1643
H -4.2261 -0.3361 -0.7437
H -3.2125 0.7144 -1.1448
O -1.6318 1.6931 -1.1541
H -1.1718 2.2786 -0.5525
H -1.6185 2.1529 -1.9935
O -1.9521 0.3223 2.9938
H -1.4168 -0.1292 3.6464
H -1.5347 1.1775 2.8911
O -1.8593 -1.9650 1.2513
H -2.0224 -2.5673 1.9772
H -1.6389 -1.1347 1.6733
*
```

---

Most stable pick: Q. Distance to second place: 0.171 eV.

---

P.
# C2H3N2OP

The molecule C2H3N2OP (ωB97M-V/def2-TZVPD, OMol25).

Summary:
* molar mass: 102.03 g mol⁻¹
* HOMO (spin up / spin down): -10.4 / -10.4 eV
* LUMO level (spin up / spin down): -0.92 / -0.92 eV
* orbital gap (spin up / spin down): 9.490 / 9.493 eV

```
! RIJCOSX wB97M-V def2-TZVPD def2/J DEFGRID3
* xyz 0 1
C -2.3757 -0.4454 0.5084
C -0.4001 0.4141 0.2090
N -2.8698 0.5582 0.0320
N -0.9756 1.4261 -0.2782
O -0.9642 -0.6892 0.6487
P 1.4929 0.2887 0.4580
H -2.8652 -1.3676 0.7933
H 1.1479 -0.8881 1.2575
H 1.4373 1.3037 1.5707
*
```

---

Q.
# C2H3N2OP

The molecule C2H3N2OP (ωB97M-V/def2-TZVPD, OMol25).

Summary:
* molar mass: 102.03 g mol⁻¹
* HOMO: -8.1 eV
* LUMO level: 0.38 eV
* orbital gap: 8.512 eV

```
! RIJCOSX wB97M-V def2-TZVPD def2/J DEFGRID3
* xyz 0 1
C -0.6242 1.2452 0.5296
C 0.7865 -0.7047 -0.2871
N 1.5335 1.1520 -1.5817
N 0.9702 0.4229 -0.9090
O -1.3454 0.2424 0.7254
P -0.8923 -1.2749 -0.0076
H -0.9901 2.0818 1.0360
H 1.2742 -1.4345 -0.7543
H -0.7123 -1.7303 1.2486
*
```

---

Most stable pick: P. Distance to second place: 2.193 eV.

---

P.
# C4H8OS2

The molecule C4H8OS2 (ωB97M-V/def2-TZVPD, OMol25).

Summary:
* molar mass: 136.24 g mol⁻¹
* HOMO: -8.7 eV
* LUMO level: 0.53 eV
* orbital gap: 9.198 eV

```
! RIJCOSX wB97M-V def2-TZVPD def2/J DEFGRID3
* xyz 0 1
C -1.6475 0.0666 2.5653
S -0.5587 -0.7456 1.3530
S 0.8048 0.7257 0.9775
C 0.5088 1.0219 -0.7941
C 0.3702 -0.2233 -1.6955
C 1.5407 -1.1448 -1.4978
O 2.5324 -1.1001 -2.1782
H -1.1255 0.4979 3.4104
H -2.1524 0.8519 1.9978
H -2.4191 -0.6381 2.8535
H 1.4147 1.5253 -1.1349
H -0.3942 1.6137 -0.9253
H -0.5888 -0.6967 -1.4742
H 0.3304 0.1905 -2.6968
H 1.3841 -1.9450 -0.7608
*
```

---

Q.
# C4H8OS2

The molecule C4H8OS2 (ωB97M-V/def2-TZVPD, OMol25).

Summary:
* molar mass: 136.24 g mol⁻¹
* HOMO (spin up / spin down): -8.5 / -8.5 eV
* LUMO level (spin up / spin down): -1.14 / -1.13 eV
* orbital gap (spin up / spin down): 7.316 / 7.318 eV

```
! RIJCOSX wB97M-V def2-TZVPD def2/J DEFGRID3
* xyz 0 1
C -0.4810 -0.0124 0.7386
C -1.9712 -0.2532 0.5379
C 0.2867 -0.1924 -0.5390
C 1.4444 0.4999 -0.9267
O -1.9509 2.3835 0.8039
S -1.6366 1.3125 -1.8149
S -2.6086 1.4626 -0.0754
H -0.4448 0.9452 1.3668
H 0.0057 -0.6803 1.4527
H -2.1511 -1.1042 -0.0110
H -2.5402 -0.6112 1.3901
H 0.2899 -1.2649 -1.0129
H 2.4105 -0.0821 -0.8171
H 1.4503 1.3660 -0.3596
H 1.5774 0.7290 -1.9366
*
```

---

R.
# C4H8OS2

A structure of composition C4H8OS2 (ωB97M-V/def2-TZVPD, OMol25).

Summary:
* molar mass: 136.24 g mol⁻¹
* HOMO: -9.1 eV
* LUMO level: 0.69 eV
* orbital gap: 9.767 eV

```
! RIJCOSX wB97M-V def2-TZVPD def2/J DEFGRID3
* xyz 0 1
C -1.2191 0.3911 -0.5603
C 0.1093 0.2879 0.2066
C 1.3500 0.7319 -0.5940
C 0.6347 -1.1391 0.4884
H -2.3776 -1.6910 -0.1547
H -1.5108 1.4421 -0.6396
H -1.0931 0.0114 -1.5865
H 0.7845 0.9261 1.8633
H 1.2666 0.5381 -1.6887
H 1.6046 1.7830 -0.4208
H 0.3473 -1.8340 -0.2363
H 0.4199 -1.4860 1.4850
O -0.0726 1.0622 1.3779
S -2.6010 -0.4469 0.2525
S 2.3573 -0.5768 0.2071
*
```

---

Most stable pick: P. Distance to second place: 0.242 eV.

---

P.
# C4H7N3S

A cluster of 2 separate species, C4H7N3S in total (ωB97M-V/def2-TZVPD, OMol25).

Summary:
* molar mass: 129.19 g mol⁻¹
* HOMO: -8.7 eV
* LUMO level: 0.60 eV
* orbital gap: 9.309 eV

```
! RIJCOSX wB97M-V def2-TZVPD def2/J DEFGRID3
* xyz 0 1
C 1.3651 -1.1262 1.5582
C 0.3752 0.2770 -1.2033
C -1.0647 0.1616 -1.6749
C -0.7159 0.5062 0.8368
N 2.4630 -1.1283 1.1870
N 0.3070 0.9807 0.0675
N 0.1012 -1.1202 1.7847
S -2.0415 -0.0473 -0.1331
H 0.8219 -0.7162 -1.0745
H 0.9843 0.8560 -1.8977
H -1.4053 1.0775 -2.1586
H -1.2400 -0.6903 -2.3233
H -0.9514 1.0345 1.7475
H 1.2072 1.0399 0.5381
H -0.2062 -1.1049 2.7457
*
```

---

Q.
# C4H7N3S

A cluster of 2 separate species, C4H7N3S in total (ωB97M-V/def2-TZVPD, OMol25).

Summary:
* molar mass: 129.19 g mol⁻¹
* HOMO: -8.5 eV
* LUMO level: 0.82 eV
* orbital gap: 9.373 eV

```
! RIJCOSX wB97M-V def2-TZVPD def2/J DEFGRID3
* xyz 0 1
C -0.7228 -2.4726 0.2926
C -2.3115 0.6601 -0.4431
C 1.4049 0.9580 1.0622
C 1.3532 0.1931 -0.2607
N -0.1971 -1.5301 -0.1789
N -2.2767 0.9510 -1.6058
N 0.0596 -0.3920 -0.5184
S -2.7488 0.4255 1.0276
H -0.9623 -3.4816 0.1125
H 0.7227 1.8036 1.0399
H 1.1373 0.3185 1.9005
H 2.4162 1.3252 1.2166
H 1.5414 0.8893 -1.0821
H 2.1383 -0.5759 -0.2670
H -1.5544 0.9277 -2.2959
*
```

---

R.
# C4H7N3S

A cluster of 2 separate species, C4H7N3S in total (ωB97M-V/def2-TZVPD, OMol25).

Summary:
* molar mass: 129.19 g mol⁻¹
* HOMO: -8.3 eV
* LUMO level: -1.68 eV
* orbital gap: 6.585 eV

```
! RIJCOSX wB97M-V def2-TZVPD def2/J DEFGRID3
* xyz 0 1
C 2.2963 1.0586 -0.6740
C 2.4195 -0.2600 -0.2271
C -1.5683 -1.2133 0.2213
C -1.8588 0.0720 0.7908
N 1.1915 1.5838 -0.1505
N 1.3787 -0.4163 0.6133
N 0.6178 0.6291 0.4806
S -2.4714 1.3942 -0.1837
H 3.0854 1.6124 -1.1286
H 3.2575 -0.9012 -0.2668
H -2.2073 -2.0926 0.6737
H -0.4632 -1.4123 0.3909
H -1.6836 -1.2626 -0.8965
H -1.9310 0.1181 1.8176
H -2.0629 1.0901 -1.4612
*
```

---

S.
# C4H7N3S

The molecule C4H7N3S (ωB97M-V/def2-TZVPD, OMol25).

Summary:
* molar mass: 129.19 g mol⁻¹
* HOMO: -8.1 eV
* LUMO level: 0.22 eV
* orbital gap: 8.358 eV

```
! RIJCOSX wB97M-V def2-TZVPD def2/J DEFGRID3
* xyz 0 1
N 2.7940 -1.3677 -0.2459
N 2.1482 -0.1845 -0.3440
C 1.2719 0.0238 0.6464
C 0.5190 1.1544 0.6538
C 0.0332 1.9881 -0.4610
N -0.9389 1.0822 0.2512
C -1.5215 0.2063 -0.5166
S -2.2674 -1.2270 0.0707
H 3.6123 -1.5531 -1.0529
H 2.6364 -1.9002 0.6714
H 0.8296 -0.6321 1.4621
H 0.7734 1.7941 1.5269
H -0.2008 3.0129 -0.4506
H 0.6492 1.5339 -1.2568
H -1.8605 0.4298 -1.5962
*
```

---

Most stable pick: P. Distance to second place: 2.096 eV.